Entry from the OMol25 dataset: a cluster of 3 separate species, C46H89N3O8 in total (ωB97M-V with the def2-TZVPD basis set).

Multiplicity: 3
Kohn-Sham gap (alpha / beta): 8.10 / 8.88 eV
Net charge: 0
Calculated total energy: -69987.357 eV
F_max: 6.18 eV/A
Relative energy (zero: lowest compared OMol25 entry of this formula, charge and spin): 0.0 kJ/mol
⟨S²⟩: 2.01

Atoms and positions in Å:
1 O 1.347 -2.280 0.864
2 O -0.451 -1.993 -4.831
3 O 5.365 0.486 6.538
4 O 3.344 -2.409 1.935
5 O 2.103 -7.366 -2.434
6 O 2.813 -0.707 0.531
7 O 4.807 -0.851 -1.038
8 O 6.343 -2.350 -1.136
9 N 4.740 -0.651 6.558
10 N 5.551 -1.895 -0.414
11 N 1.927 -7.850 -1.244
12 C 4.683 -0.222 9.020
13 C 6.730 -2.779 6.945
14 C 1.206 -3.819 -4.923
15 C 4.186 -2.598 5.091
16 C -0.982 4.742 -0.462
17 C -9.813 10.161 -3.153
18 C 2.391 -10.254 -1.797
19 C -3.770 7.293 -0.264
20 C -5.700 8.919 -0.648
21 C 0.520 -3.768 -2.463
22 C 3.831 -2.322 8.162
23 C -10.977 11.178 -2.938
24 C 0.494 -2.676 -5.663
25 C -7.219 9.119 -0.484
26 C 0.275 -2.705 -1.377
27 C -3.088 6.148 -1.030
28 C 3.214 -7.727 -0.497
29 C 0.750 3.413 -1.874
30 C 1.534 -2.355 -0.581
31 C 0.190 -9.236 -2.378
32 C -12.237 10.836 -3.804
33 C 4.236 -8.791 -0.914
34 C 5.208 -0.625 4.106
35 C 2.616 -1.881 1.242
36 C -1.546 6.132 -0.852
37 C 5.194 -1.462 5.387
38 C 1.344 -9.219 -1.372
39 C 1.638 0.154 -1.529
40 C -0.146 -0.604 -4.849
41 C -8.009 8.884 -1.798
42 C -0.726 3.819 -1.681
43 C 6.305 -1.873 8.099
44 C 2.285 -1.003 -0.769
45 C 3.607 -1.366 -1.625
46 C 0.831 1.146 -0.646
47 C 0.694 -9.658 -0.038
48 C 1.641 -3.423 -3.472
49 C 6.588 -2.058 5.606
50 C -13.391 10.462 -2.842
51 C 2.958 -7.818 1.022
52 C -5.282 7.426 -0.596
53 C 3.842 -6.341 -0.684
54 C 3.663 -10.205 -0.953
55 C 4.916 -1.253 7.912
56 C 1.338 2.596 -0.707
57 C -9.388 9.592 -1.767
58 H 4.394 -3.512 5.647
59 H 0.248 -8.810 0.484
60 H -14.349 10.314 -3.352
61 H 1.218 -1.987 -6.115
62 H 2.461 0.728 -1.977
63 H -10.165 8.863 -1.496
64 H -0.270 -1.849 -1.790
65 H -5.892 6.972 0.198
66 H 1.391 -10.153 0.637
67 H -1.073 6.543 -1.752
68 H 1.956 -11.255 -1.741
69 H -5.485 6.919 -1.546
70 H -0.997 4.400 -2.577
71 H 4.687 -0.712 9.995
72 H 6.331 -2.438 9.034
73 H 6.817 -2.753 4.793
74 H -5.419 9.277 -1.648
75 H -3.581 5.195 -0.800
76 H 2.661 -10.096 -2.846
77 H 2.429 2.575 -0.831
78 H 3.162 -2.287 5.304
79 H 0.930 0.821 0.399
80 H 7.341 -1.265 5.554
81 H -13.523 11.252 -2.091
82 H -8.952 10.593 -3.673
83 H -12.034 9.961 -4.431
84 H 4.404 -10.886 -1.376
85 H 0.870 2.928 -2.854
86 H -9.406 10.369 -0.993
87 H 2.711 -8.820 1.366
88 H 3.745 -2.453 -1.704
89 H -1.776 4.271 0.135
90 H 7.771 -3.081 7.085
91 H 3.130 -5.551 -0.433
92 H 2.116 -4.061 -5.489
93 H 1.319 4.355 -1.940
94 H -0.104 -10.379 -0.214
95 H 6.143 -3.702 6.952
96 H 3.848 -7.524 1.579
97 H 1.027 -0.222 -2.350
98 H -11.242 11.149 -1.876
99 H -7.388 10.174 -0.215
100 H 7.048 -1.076 8.204
101 H -13.078 9.558 -2.305
102 H 3.981 -3.239 7.598
103 H 0.602 -4.732 -4.877
104 H -1.403 2.955 -1.684
105 H -0.414 -3.173 -0.656
106 H -0.585 -8.518 -2.099
107 H -10.191 9.297 -3.712
108 H 5.937 0.184 4.137
109 H 0.512 -9.015 -3.395
110 H 2.146 -3.270 -0.665
111 H 4.224 -0.193 3.908
112 H 3.820 -2.618 9.212
113 H -8.121 7.800 -1.926
114 H 2.149 -7.148 1.320
115 H 1.092 3.121 0.222
116 H 2.840 -1.933 7.921
117 H -7.428 9.293 -2.635
118 H 3.717 0.272 8.901
119 H -0.788 -0.032 -4.169
120 H -0.238 1.051 -0.879
121 H 0.765 -4.745 -2.023
122 H 3.467 -10.563 0.062
123 H 4.628 -8.549 -1.907
124 H -0.053 -3.123 -6.509
125 H 1.905 -2.359 -3.513
126 H 4.194 -6.177 -1.702
127 H -0.270 -10.224 -2.405
128 H 5.460 0.542 9.047
129 H 0.887 -0.472 -4.486
130 H 2.554 -4.003 -3.285
131 H -3.281 6.358 -2.095
132 H -1.314 6.820 -0.025
133 H 4.215 -2.886 4.043
134 H 3.492 -1.003 -2.652
135 H -0.115 4.881 0.193
136 H 5.470 -1.250 3.252
137 H -12.496 11.664 -4.472
138 H -3.659 7.111 0.816
139 H -5.179 9.492 0.128
140 H -0.416 -3.908 -3.013
141 H 5.091 -8.763 -0.235
142 H -3.303 8.267 -0.464
143 H 4.706 -6.228 -0.029
144 H -10.679 12.210 -3.160
145 H -0.222 -0.167 -5.855
146 H -7.647 8.518 0.330

Results of the Löwdin charge analysis, in e, for atoms 1 through 6: number 1, O, carries 0.06; number 2, O, carries -0.19; number 3, O, carries -0.02; number 4, O, carries 0.24; number 5, O, carries -0.03; number 6, O, carries 0.08